Run P
An isolated molecule of C2H8NO2P. Source: the Open Molecules 2025 dataset; level of theory: wB97M-V/def2-TZVPD.

E_HOMO ... -10.23 eV
Total charge ... 0
Molecular weight ... 109.1 g/mol
SMILES ... C[C@H](N)[P@H](=O)O

Geometry as XYZ:
```
14
Properties=species:S:1:pos:R:3:mulliken_charge:R:1
C -0.471 1.599 -0.027 -1.135
C 0.113 0.316 0.551 0.167
N 1.565 -0.160 -0.330 -0.728
P -0.967 -1.205 0.438 0.517
O -2.326 -1.110 1.037 -0.621
O 0.132 -2.188 1.194 -0.520
H -1.437 1.446 -0.469 0.323
H 0.127 1.838 -0.893 0.396
H -0.459 2.335 0.788 0.260
H 0.316 0.342 1.555 0.419
H 2.201 0.508 -0.054 0.238
H 1.710 -1.099 0.072 0.271
H -0.955 -1.642 -0.990 0.105
H -0.429 -2.911 1.419 0.309
```

***

Run Q
A cluster of 2 separate species, C2H8NO2P in total. Source: the Open Molecules 2025 dataset; level of theory: wB97M-V/def2-TZVPD.

E_HOMO ... -8.71 eV
Total charge ... 0
Molecular weight ... 109.1 g/mol

Geometry as XYZ:
```
14
Properties=species:S:1:pos:R:3:mulliken_charge:R:1
C -1.290 0.486 0.493 -0.873
C 0.466 -1.022 -0.167 -0.324
N -0.835 -0.803 0.137 -0.243
O 3.150 -0.617 -0.024 -0.633
O 1.577 1.360 -0.181 -0.436
P 1.864 -0.075 0.372 0.386
H -0.681 0.712 1.464 0.267
H -1.148 1.248 -0.422 0.249
H -2.269 0.396 0.934 0.357
H 0.735 -2.046 -0.516 0.479
H 1.040 -0.509 -1.529 0.146
H -1.485 -1.257 -0.499 0.247
H 1.572 -0.028 1.702 0.029
H 2.203 1.704 -0.831 0.349
```

***

run P takes first place; second place is 31.8 kcal/mol up.

***

Run P
An isolated molecule of C4H10NOP. Source: the Open Molecules 2025 dataset; level of theory: wB97M-V/def2-TZVPD.

E_HOMO ... -7.51 eV
Total charge ... 0
Molecular weight ... 119.1 g/mol
SMILES ... [H]/N=C/[P@](=C)(C)OC

Geometry as XYZ:
```
17
Properties=species:S:1:pos:R:3:mulliken_charge:R:1
H 2.505 -2.162 0.533 0.235
N 1.872 -1.385 0.432 -0.420
C 0.780 -1.443 -0.140 -0.181
P -0.715 -0.296 0.198 0.794
C -2.335 -0.451 1.450 -0.982
C -1.058 0.201 -1.548 -1.000
O 0.049 0.993 0.741 -0.414
C 1.303 1.611 0.359 -0.574
H 0.420 -2.078 -0.916 0.373
H -2.355 -1.448 1.734 0.285
H -1.878 0.130 2.236 0.199
H -2.200 0.363 -1.659 0.312
H -0.341 1.176 -1.800 0.240
H -0.745 -0.433 -2.362 0.409
H 1.507 1.035 -0.624 0.308
H 2.111 1.533 1.183 0.196
H 1.080 2.652 0.184 0.220
```

***

Run Q
An isolated molecule of C4H10NOP. Source: the Open Molecules 2025 dataset; level of theory: wB97M-V/def2-TZVPD.

E_HOMO ... -8.81 eV
Total charge ... 0
Molecular weight ... 119.1 g/mol
SMILES ... CC(C)(C)/N=P/O

Geometry as XYZ:
```
17
Properties=species:S:1:pos:R:3:mulliken_charge:R:1
C 0.950 0.321 -1.361 -1.554
C 0.326 0.027 0.025 1.377
C 0.642 1.262 0.872 -1.441
C 0.813 -1.289 0.641 -1.625
N -1.043 -0.049 -0.315 -0.278
P -2.211 0.021 0.670 0.026
O -3.544 -0.361 -0.063 -0.411
H 2.049 0.365 -1.198 0.376
H 0.805 -0.497 -2.016 0.408
H 0.448 1.176 -1.891 0.389
H 1.486 1.038 1.385 0.404
H -0.225 1.289 1.473 0.414
H 0.717 2.210 0.271 0.334
H 0.565 -2.019 -0.037 0.464
H 1.826 -1.132 0.893 0.409
H 0.149 -1.396 1.502 0.370
H -3.751 -0.968 -0.850 0.337
```

***

Run R
A cluster of 2 separate species, C4H10NOP in total. Source: the Open Molecules 2025 dataset; level of theory: wB97M-V/def2-TZVPD.

E_HOMO (alpha / beta) ... -9.17 / -8.00 eV
Total charge ... 0
Molecular weight ... 119.1 g/mol

Geometry as XYZ:
```
17
Properties=species:S:1:pos:R:3:mulliken_charge:R:1
C 0.335 2.849 -0.577 -0.241
C -1.888 -1.069 -0.054 -0.898
C 1.432 -1.147 1.444 -0.949
C -0.694 -0.775 -0.973 -0.476
N -0.163 2.648 0.536 -0.420
O 1.735 0.403 -0.819 -0.634
P 0.712 -0.024 0.153 0.448
H 0.118 3.704 -1.064 0.360
H 1.006 2.143 -0.992 0.367
H -1.564 -1.492 0.978 0.230
H -2.382 -0.109 0.046 0.303
H -2.675 -1.678 -0.610 0.301
H 0.820 -1.757 2.060 0.431
H 2.141 -1.785 0.884 0.282
H 1.834 -0.404 2.159 0.255
H -0.710 0.084 -1.746 0.277
H -0.057 -1.589 -1.424 0.362
```

***

run Q takes first place; second place is 62.1 kcal/mol up.

***

Run P
A structure of composition C4H10NOP. Source: the Open Molecules 2025 dataset; level of theory: wB97M-V/def2-TZVPD.

E_HOMO ... -9.04 eV
Total charge ... 0
Molecular weight ... 119.1 g/mol

Geometry as XYZ:
```
17
Properties=species:S:1:pos:R:3:mulliken_charge:R:1
C 0.543 -1.243 -1.203 0.895
C 0.996 -2.685 -1.005 -1.182
C -1.804 1.047 -0.473 -0.988
C 0.238 2.230 1.020 -0.992
N 0.962 -0.378 -0.301 -0.498
O -0.192 -0.887 -2.111 -0.649
P -0.061 1.590 -0.688 0.301
H 2.081 -2.747 -1.047 0.341
H 0.665 -3.038 -0.030 0.313
H 0.564 -3.308 -1.782 0.293
H -1.930 0.440 0.421 0.305
H -2.092 0.472 -1.349 0.313
H -2.431 1.937 -0.406 0.391
H -0.265 1.641 1.785 0.295
H -0.133 3.255 1.055 0.355
H 1.307 2.256 1.217 0.326
H 1.599 -0.587 0.446 0.180
```

***

Run Q
A cluster of 2 separate species, C4H10NOP in total. Source: the Open Molecules 2025 dataset; level of theory: wB97M-V/def2-TZVPD.

E_HOMO ... -8.55 eV
Total charge ... 0
Molecular weight ... 119.1 g/mol
SMILES ... C/P=N/CO.C=C

Geometry as XYZ:
```
17
Properties=species:S:1:pos:R:3:mulliken_charge:R:1
C -1.632 -0.873 -1.235 -0.699
P -0.658 0.625 -1.770 -0.067
N -0.133 1.129 -0.403 0.015
C 0.640 2.237 -0.100 -0.457
O 0.730 2.567 1.264 -0.508
H -1.564 -1.658 -1.951 0.338
H -2.671 -0.407 -1.324 0.265
H -1.214 -1.083 -0.133 0.127
H 1.672 2.106 -0.514 0.292
H 0.328 3.089 -0.786 0.344
H -0.147 2.626 1.687 0.332
C 0.719 -1.782 0.883 -0.804
C 1.366 -0.728 0.427 -0.438
H 0.464 -2.551 0.177 0.331
H 0.180 -1.777 1.758 0.383
H 1.376 0.133 0.973 0.228
H 1.959 -0.835 -0.440 0.316
```

***

run P takes first place; second place is 64.0 kcal/mol up.

***

Run P
A structure of composition C5H8BrN2. Source: the Open Molecules 2025 dataset; level of theory: wB97M-V/def2-TZVPD.

E_HOMO ... -13.03 eV
Total charge ... +1
Molecular weight ... 176.0 g/mol

Geometry as XYZ:
```
16
Properties=species:S:1:pos:R:3:mulliken_charge:R:1
C 0.476 0.080 0.474 0.314
C 1.265 1.021 -0.397 -0.357
C -1.483 -0.435 0.315 0.382
C -0.247 -1.000 -0.383 -0.749
C 2.599 0.996 -0.588 -0.647
N -0.861 0.373 1.091 -0.241
N -2.786 -0.669 0.127 -0.336
Br 3.730 -0.160 0.423 -0.122
H 1.222 -0.301 1.252 0.341
H 0.652 1.687 -0.940 0.359
H -0.163 -0.882 -1.474 0.342
H 0.026 -2.017 -0.285 0.339
H 2.972 1.687 -1.197 0.523
H -1.008 1.407 1.409 0.361
H -2.863 -1.556 -0.378 0.273
H -3.532 -0.231 0.551 0.218
```

***

Run Q
A cluster of 2 separate species, C5H8BrN2 in total. Source: the Open Molecules 2025 dataset; level of theory: wB97M-V/def2-TZVPD.

E_HOMO ... -13.56 eV
Total charge ... +1
Molecular weight ... 176.0 g/mol

Geometry as XYZ:
```
16
Properties=species:S:1:pos:R:3:mulliken_charge:R:1
C -2.406 -0.417 0.151 -0.208
C -1.702 -1.620 -0.035 -0.544
C -0.327 0.795 0.020 1.000
C -1.730 0.773 0.182 -0.610
C -0.348 -1.567 -0.171 -0.237
N 0.308 -0.385 -0.139 0.013
N 0.381 1.923 0.013 -0.379
Br 4.757 0.030 -0.016 -0.245
H -3.478 -0.442 0.269 0.423
H -2.217 -2.564 -0.069 0.397
H 6.129 -0.132 -0.018 0.260
H -2.254 1.704 0.329 0.304
H 0.261 -2.448 -0.304 0.361
H 1.321 -0.383 -0.232 0.078
H -0.078 2.812 0.119 0.224
H 1.383 1.921 -0.100 0.162
```

***

run Q takes first place; second place is 60.3 kcal/mol up.

***

Run P
A cluster of 3 separate species, C2H10N2O3 in total. Source: the Open Molecules 2025 dataset; level of theory: wB97M-V/def2-TZVPD.

E_HOMO ... -9.04 eV
Total charge ... 0
Molecular weight ... 110.1 g/mol
SMILES ... NCC(N)=O.O.O

Geometry as XYZ:
```
17
Properties=species:S:1:pos:R:3:mulliken_charge:R:1
N 1.060 -0.206 1.677 -0.647
C -0.191 0.593 1.564 -0.408
C -0.480 1.109 0.158 0.561
N 0.572 1.588 -0.616 -0.369
O -1.692 0.997 -0.270 -0.733
H 0.897 -0.984 2.339 0.255
H 1.431 -0.662 0.803 0.247
H -1.070 0.061 2.020 0.287
H -0.006 1.467 2.254 0.326
H 1.582 1.733 -0.258 0.257
H 0.210 2.046 -1.353 0.249
O 1.847 -1.347 -2.185 -0.651
H 2.711 -1.713 -2.045 0.311
H 1.143 -2.058 -2.079 0.328
O -1.444 -1.687 0.079 -0.644
H -2.119 -0.967 -0.186 0.351
H -1.875 -2.515 -0.243 0.279
```

***

Run Q
A cluster of 3 separate species, C2H10N2O3 in total. Source: the Open Molecules 2025 dataset; level of theory: wB97M-V/def2-TZVPD.

E_HOMO ... -10.02 eV
Total charge ... 0
Molecular weight ... 110.1 g/mol
SMILES ... CNC(N)=O.O.O

Geometry as XYZ:
```
17
Properties=species:S:1:pos:R:3:mulliken_charge:R:1
C 0.232 0.623 -1.450 -0.817
N -0.701 -0.231 -0.759 -0.177
C -0.387 -1.409 -0.164 0.684
N -1.468 -2.005 0.462 -0.412
O 0.684 -2.010 -0.132 -0.656
H -0.073 1.663 -1.476 0.342
H 0.453 0.265 -2.458 0.294
H 1.219 0.683 -1.012 0.233
H -1.570 0.195 -0.531 0.246
H -2.391 -1.608 0.421 0.154
H -1.322 -2.911 0.859 0.222
O 2.089 0.377 1.162 -0.635
H 1.568 -0.208 0.615 0.287
H 2.959 0.583 0.825 0.271
O -0.724 2.041 1.464 -0.638
H 0.194 1.800 1.660 0.326
H -0.761 2.153 0.514 0.279
```

***

run Q takes first place; second place is 24.9 kcal/mol up.

***

Run P
A cluster of 2 separate species, C9H22N2Si in total. Source: the Open Molecules 2025 dataset; level of theory: wB97M-V/def2-TZVPD.

E_HOMO ... -8.15 eV
Total charge ... 0
Molecular weight ... 186.4 g/mol
SMILES ... CC(C)[SiH](N(C)C)N(C)C.C#C

Geometry as XYZ:
```
34
Properties=species:S:1:pos:R:3:mulliken_charge:R:1
C -1.172 2.490 1.061 -1.293
C -0.023 1.484 1.124 0.308
C 1.290 2.243 0.720 -1.109
Si -0.130 0.019 -0.216 -0.416
N -1.799 -0.255 -0.588 0.459
C -2.721 -1.060 0.148 -1.303
C -2.270 -0.067 -1.953 -1.052
N 0.392 -1.408 0.665 0.196
C 1.779 -1.328 1.106 -0.967
C -0.135 -2.779 0.256 -0.902
H -2.067 1.928 1.585 0.212
H -0.899 3.272 1.712 0.552
H -1.476 2.621 -0.002 0.237
H 0.122 1.054 2.153 0.400
H 1.156 2.847 -0.143 0.396
H 2.069 1.480 0.433 0.130
H 1.595 2.829 1.626 0.329
H 0.737 0.464 -1.386 -0.105
H -3.583 -0.351 0.286 0.327
H -2.989 -1.868 -0.439 0.476
H -2.461 -1.509 1.115 0.372
H -3.377 0.172 -1.951 0.334
H -1.629 0.699 -2.406 0.304
H -2.114 -0.990 -2.567 0.285
H 2.420 -1.637 0.248 0.270
H 1.953 -0.276 1.321 0.279
H 1.987 -1.958 1.925 0.392
H 0.486 -3.600 0.744 0.334
H -1.167 -2.943 0.704 0.211
H -0.136 -2.948 -0.779 0.340
C 4.536 -0.490 -1.772 -0.390
C 4.640 0.579 -1.218 -0.371
H 4.250 -1.204 -2.489 0.386
H 5.045 1.257 -0.529 0.381
```

***

Run Q
A cluster of 2 separate species, C9H22N2Si in total. Source: the Open Molecules 2025 dataset; level of theory: wB97M-V/def2-TZVPD.

E_HOMO (alpha / beta) ... -7.37 / -6.41 eV
Total charge ... 0
Molecular weight ... 186.4 g/mol

Geometry as XYZ:
```
34
Properties=species:S:1:pos:R:3:mulliken_charge:R:1
C 1.275 -2.511 -0.143 -0.114
C 1.103 -2.072 1.064 -0.062
C 1.067 -3.976 -0.577 -1.184
C 1.115 2.510 -1.182 -0.931
C 3.476 2.589 -0.245 -1.364
C -3.270 -0.742 1.404 -1.115
C -3.797 0.364 -0.783 -1.463
C 2.014 2.119 0.053 -0.127
C -2.844 0.329 0.407 0.386
N 2.056 0.722 0.168 -0.042
N -1.457 0.451 -0.008 -0.501
Si 1.154 -0.258 1.345 0.183
H 1.604 -1.824 -0.901 0.160
H 0.721 -2.730 1.824 0.333
H 1.898 -4.425 -1.022 0.355
H 0.147 -4.098 -1.330 0.236
H 0.790 -4.456 0.351 0.329
H 0.155 1.984 -0.963 0.148
H 1.018 3.604 -1.108 0.370
H 1.558 2.221 -2.239 0.273
H 4.009 2.183 0.590 0.373
H 3.620 3.649 -0.271 0.411
H 3.788 2.250 -1.256 0.292
H -4.305 -1.199 1.279 0.296
H -2.481 -1.504 1.268 0.175
H -2.956 -0.422 2.408 0.324
H -3.793 -0.553 -1.410 0.328
H -3.549 1.141 -1.461 0.420
H -4.830 0.708 -0.571 0.405
H 1.529 2.617 0.851 0.549
H -3.040 1.139 1.042 0.111
H 2.325 0.200 -0.717 0.333
H -1.245 -0.165 -0.720 0.180
H 1.147 0.155 2.852 -0.066
```

***

run P takes first place; second place is 32.4 kcal/mol up.